No. 1
A structure of composition CH28CuO17 in a non-equilibrium geometry, computed with wB97M-V/def2-TZVPD.

ORCA input file:
```
! RIJCOSX wB97M-V def2-TZVPD def2/J DEFGRID3
* xyz -1 1
Cu -0.08540 -1.78385 0.85049
C -0.02340 0.05715 -0.11851
O -0.66440 -0.20185 1.04949
O -0.32940 1.08815 -0.82251
O 0.82860 -0.78985 -0.41551
O 3.37960 -0.20285 1.31049
H 3.88860 -0.62985 0.65749
H 2.96260 0.49315 0.77249
O -0.26040 3.91015 0.63249
H 0.22460 4.18415 -0.07551
H -0.46840 2.98715 0.52749
O 2.04660 0.19915 -2.44651
H 1.61460 -0.08185 -1.62451
H 2.49560 0.99915 -2.24651
O -2.69840 2.48015 -1.16951
H -3.18140 2.18215 -1.90751
H -1.92140 1.94915 -1.15751
O -1.94840 -0.32985 -2.35751
H -1.34340 0.01615 -1.69051
H -1.44340 -0.41985 -3.17851
O -0.12840 2.68115 -2.89751
H -0.94740 2.46715 -3.31751
H 0.01860 1.98615 -2.22751
O 1.26760 0.62715 2.93349
H 2.09160 0.18915 3.00949
H 0.88360 0.26015 2.14349
O 2.32660 1.96115 0.17349
H 2.38660 2.62215 -0.54451
H 1.44260 1.62415 -0.09151
O 1.66860 -2.65385 1.32649
H 1.80360 -3.25085 2.00149
H 2.28660 -1.91585 1.44449
O -1.37440 -2.95885 0.26649
H -1.99740 -3.22685 0.94249
H -0.91840 -3.79985 0.05349
O -0.59340 -2.42385 3.05549
H -0.78340 -3.34585 3.01749
H -1.34540 -1.89085 3.42049
O -3.14540 -0.25185 0.32049
H -3.48240 -0.96885 -0.23051
H -2.19040 -0.25185 0.39749
O 1.07260 -2.91685 -2.09051
H 0.99060 -2.10485 -1.59651
H 1.57560 -3.50685 -1.60251
O -2.02340 1.89015 1.48449
H -2.50440 1.91315 0.68049
H -1.45340 1.14015 1.33749
*
```

## Properties
Calculated total energy: -2974.4648 hartree
Molar mass: 375.76 g mol⁻¹
E_HOMO: -3.80 eV
Relative energy (zero: lowest compared OMol25 entry of this formula, charge and spin): 42.5 kJ/mol
Frontier orbital gap: 0.1970 hartree

Charges obtained by Mulliken population analysis, quoted in units of e:
1. Cu -0.30
2. C 2.44
3. O -1.92
4. O 1.05
5. O -0.96
6. O -0.68
7. H 0.31
8. H 0.38
9. O -0.68
10. H 0.30
11. H 0.34
12. O -0.67
13. H 0.46
14. H 0.30
15. O -0.71
16. H 0.36
17. H 0.18
18. O -0.73
19. H -0.14
20. H 0.35
21. O -0.73
22. H 0.29
23. H 0.28
24. O -0.71
25. H 0.35
26. H 0.22
27. O -0.73
28. H 0.37
29. H -0.05
30. O -0.53
31. H 0.26
32. H 0.32
33. O -0.58
34. H 0.29
35. H 0.33
36. O -0.60
37. H 0.28
38. H 0.32
39. O -0.66
40. H 0.29
41. H 0.38
42. O -0.70
43. H 0.42
44. H 0.29
45. O -0.82
46. H 0.35
47. H 0.41

No. 2
An isolated molecule of CH2Br3PS in a non-equilibrium geometry, computed with wB97M-V/def2-TZVPD.

ORCA input file:
```
! RIJCOSX wB97M-V def2-TZVPD def2/J DEFGRID3
* xyz 0 1
S 0.39905 -2.64097 -0.01461
P 0.65937 -0.70234 -0.01176
Br 1.64109 0.12984 -1.81201
Br 1.64362 0.04962 1.88812
C -0.88984 0.34933 0.06751
Br -0.64370 2.29732 0.02481
H -1.11591 0.20711 -0.97958
H -1.69368 0.31009 0.83751
*
```

## Properties
Calculated total energy: -8500.9298 hartree
Molar mass: 316.78 g mol⁻¹
E_HOMO: -9.68 eV
Relative energy (zero: lowest compared OMol25 entry of this formula, charge and spin): 24.8 kJ/mol
Frontier orbital gap: 0.3188 hartree

Charges obtained by Mulliken population analysis, quoted in units of e:
1. S -0.30
2. P 0.52
3. Br -0.08
4. Br -0.14
5. C -0.69
6. Br -0.04
7. H 0.34
8. H 0.40

No. 3
A structure of composition CH2BrCl2Pt in a non-equilibrium geometry, computed with wB97M-V/def2-TZVPD.

ORCA input file:
```
! RIJCOSX wB97M-V def2-TZVPD def2/J DEFGRID3
* xyz 1 3
Pt 4.20183 -0.28081 0.06368
Br 2.20167 -1.54685 -0.27343
C -1.20702 0.31568 -0.03725
Cl -1.23072 2.02195 0.39000
Cl -2.29437 -0.71345 0.87958
H -1.47577 0.27566 -1.08832
H -0.19562 -0.07218 0.06574
*
```

## Properties
Calculated total energy: -3652.5685 hartree
Molar mass: 359.91 g mol⁻¹
E_HOMO (alpha / beta): -13.74 / -13.64 eV
Relative energy (zero: lowest compared OMol25 entry of this formula, charge and spin): 0.0 kJ/mol
Frontier orbital gap (alpha / beta): 0.2212 / 0.1404 hartree

Charges obtained by Mulliken population analysis, quoted in units of e:
1. Pt 1.00
2. Br -0.08
3. C 0.30
4. Cl -0.12
5. Cl -0.11
6. H 0.30
7. H -0.29

No. 4
A structure of composition CH2BrClO in a non-equilibrium geometry, computed with wB97M-V/def2-TZVPD.

ORCA input file:
```
! RIJCOSX wB97M-V def2-TZVPD def2/J DEFGRID3
* xyz 0 1
C 0.02598 -0.14972 0.31194
O -0.92159 -0.62846 -0.34892
Cl 0.00393 2.09229 -0.02753
Br 1.92527 -0.55513 0.02302
H -0.16132 -0.14430 1.31914
H -0.87228 -0.61468 -1.27765
*
```

## Properties
Calculated total energy: -3148.7004 hartree
Molar mass: 145.38 g mol⁻¹
E_HOMO: -10.12 eV
Relative energy (zero: lowest compared OMol25 entry of this formula, charge and spin): 76.3 kJ/mol
Frontier orbital gap: 0.3571 hartree

Charges obtained by Mulliken population analysis, quoted in units of e:
1. C -0.10
2. O -0.33
3. Cl -0.35
4. Br -0.05
5. H 0.42
6. H 0.41

No. 5
The ion CH2BrN2 with charge +1 in a non-equilibrium geometry, computed with wB97M-V/def2-TZVPD.

ORCA input file:
```
! RIJCOSX wB97M-V def2-TZVPD def2/J DEFGRID3
* xyz 1 1
Br 2.54615 0.27693 0.00448
C 0.20515 -0.14149 -0.30058
N -1.06350 -1.10362 -0.04983
N -0.82353 -0.00343 0.48105
H 0.27198 0.34893 -1.29486
H -1.13625 0.62268 1.15973
*
```

## Properties
Calculated total energy: -2722.3107 hartree
Molar mass: 121.94 g mol⁻¹
E_HOMO (alpha / beta): -15.75 / -15.75 eV
Relative energy (zero: lowest compared OMol25 entry of this formula, charge and spin): 308.8 kJ/mol
Frontier orbital gap (alpha / beta): 0.2758 / 0.2759 hartree

Charges obtained by Mulliken population analysis, quoted in units of e:
1. Br 0.14
2. C -0.06
3. N -0.12
4. N 0.38
5. H 0.40
6. H 0.26

No. 6
A structure of composition CH2BrN2OP in a non-equilibrium geometry, computed with wB97M-V/def2-TZVPD.

ORCA input file:
```
! RIJCOSX wB97M-V def2-TZVPD def2/J DEFGRID3
* xyz 0 1
C -1.66385 0.29262 -0.44095
N -0.72179 -0.23017 0.20623
N 0.25916 0.63877 0.45423
O -1.55655 1.60230 -0.68850
P -0.08669 2.09949 -0.07943
Br 3.64384 0.68449 0.66642
H -2.48247 -0.17971 -0.78742
H 2.33146 0.11556 0.14917
*
```

## Properties
Calculated total energy: -3139.3966 hartree
Molar mass: 168.92 g mol⁻¹
E_HOMO: -10.21 eV
Relative energy (zero: lowest compared OMol25 entry of this formula, charge and spin): 69.6 kJ/mol
Frontier orbital gap: 0.3553 hartree

Charges obtained by Mulliken population analysis, quoted in units of e:
1. C 0.15
2. N -0.47
3. N -0.13
4. O -0.31
5. P 0.27
6. Br -0.28
7. H 0.47
8. H 0.29